# 1
The following is a DFT calculation (the ωB97M-V functional and the def2-TZVPD basis) of one molecule with the formula C17H26N6O3S.

The geometry in XYZ format:
```
53
Properties=species:S:1:pos:R:3:forces:R:3
C 0.706 4.747 -0.107 -0.02 0.10 0.00
C 1.686 3.977 0.321 0.11 -0.19 0.01
C 1.811 2.501 0.084 0.18 -0.03 0.11
N 0.662 1.939 -0.603 0.31 0.17 0.16
C 0.746 1.780 -1.972 -0.15 -0.23 0.06
O 1.788 1.892 -2.579 0.20 0.10 -0.22
N -0.446 1.514 -2.578 -0.16 0.10 -0.52
C -1.637 1.117 -1.976 0.15 0.15 0.22
O -2.609 0.952 -2.685 -0.12 -0.12 -0.31
C -1.551 0.962 -0.534 -0.19 0.19 0.19
C -2.448 0.156 0.181 0.15 0.15 -0.04
C -3.508 -0.633 -0.514 -0.17 0.01 -0.09
N -2.330 0.023 1.498 0.29 0.31 0.11
C -2.842 -1.052 2.309 -0.09 -0.36 0.29
C -1.748 -1.716 3.186 -0.22 -0.01 -0.13
N -0.541 -2.190 2.538 0.13 0.00 0.00
C 0.529 -1.210 2.459 0.29 -0.08 -0.10
C 1.814 -1.863 1.942 -0.05 0.38 0.40
N 1.568 -2.430 0.627 0.25 0.03 -0.19
C 1.582 -1.632 -0.483 0.07 0.10 -0.31
S 0.392 -1.662 -1.641 -0.33 -0.11 -0.60
N 2.623 -0.787 -0.669 0.06 0.07 0.13
C 3.966 -0.960 -0.163 0.13 0.04 0.23
C 0.534 -3.443 0.729 -0.48 -0.25 -0.13
C -0.770 -2.850 1.264 0.12 -0.13 0.00
C -0.430 1.563 0.154 -0.25 -0.23 0.05
O -0.365 1.708 1.378 0.04 0.16 0.02
H 0.686 5.803 0.103 0.06 0.20 0.06
H -0.122 4.363 -0.680 -0.15 -0.15 -0.11
H 2.504 4.391 0.897 0.07 0.15 0.07
H 2.690 2.304 -0.536 -0.13 -0.02 0.14
H 1.919 1.988 1.045 0.03 0.03 -0.18
H -0.435 1.466 -3.591 0.05 -0.01 0.20
H -4.393 -0.721 0.111 -0.01 -0.06 0.07
H -3.135 -1.630 -0.752 0.06 -0.10 0.03
H -3.770 -0.152 -1.450 0.00 -0.07 0.09
H -1.637 0.644 1.929 -0.10 -0.08 -0.23
H -3.297 -1.809 1.672 -0.02 0.09 0.05
H -3.611 -0.666 2.990 -0.03 -0.15 -0.07
H -2.225 -2.579 3.665 -0.10 0.15 0.08
H -1.447 -1.020 3.971 -0.04 -0.03 0.06
H 0.706 -0.812 3.461 0.01 0.07 -0.04
H 0.295 -0.375 1.787 0.07 -0.03 0.11
H 2.601 -1.114 1.906 0.04 -0.05 0.01
H 2.118 -2.677 2.605 0.05 0.08 0.01
H 2.542 -0.229 -1.510 -0.14 -0.07 0.09
H 4.675 -0.887 -0.988 -0.02 -0.02 0.02
H 4.216 -0.186 0.570 0.07 -0.10 0.03
H 4.067 -1.941 0.299 0.03 0.03 0.00
H 0.361 -3.873 -0.257 0.04 0.00 0.14
H 0.905 -4.216 1.407 -0.03 0.03 0.01
H -1.498 -3.650 1.417 -0.03 -0.05 -0.06
H -1.147 -2.160 0.497 -0.04 -0.12 0.07
```
Positions in Å, forces in eV/Å.

Results
net charge = 0
lowest unoccupied orbital energy = 0.6019 eV
energy above the lowest of the compared OMol25 structures with the same formula, charge and spin = 80.9 kJ/mol
HOMO-LUMO gap = 0.310 hartree
SMILES = C=CCN1C(=O)NC(=O)/C(=C(\C)NCCN2CCN(C(=S)NC)CC2)C1=O
spin multiplicity = 1

Here are the Löwdin charges for atoms 1 to 5, given in e: C 0.025; C -0.135; C -0.145; N 0.055; C -0.518

---

# 2
The following is a DFT calculation (the ωB97M-V functional and the def2-TZVPD basis) of one molecule with the formula C17H26N8O2.

The geometry in XYZ format:
```
53
Properties=species:S:1:pos:R:3:forces:R:3
C -4.914 -0.957 -0.559 -0.05 -0.32 0.07
N -4.025 -0.058 -1.256 -0.27 0.15 -0.10
C -4.638 0.805 -2.240 0.14 0.21 -0.15
C -2.689 -0.029 -1.089 0.02 -0.27 0.18
O -1.972 0.774 -1.662 0.37 0.16 -0.10
C -2.098 -1.055 -0.127 0.16 -0.03 0.03
N -2.423 -0.738 1.263 0.06 0.09 -0.18
C -2.251 0.662 1.592 0.07 0.08 0.05
C -0.782 1.130 1.474 -0.33 0.38 -0.11
N 0.110 0.047 1.850 0.16 0.05 0.04
C 0.995 -0.516 0.983 0.00 -1.12 0.50
N 1.234 -1.797 1.149 -0.23 0.45 0.40
C 1.921 -2.400 0.164 0.63 -0.02 -1.70
N 2.266 -3.656 0.018 -0.45 0.21 0.83
O 2.775 -3.744 -1.229 0.06 -0.12 -0.07
N 2.770 -2.570 -1.890 0.00 0.91 -0.34
C 2.256 -1.700 -1.056 -0.05 -1.57 1.01
N 2.148 -0.363 -1.147 -0.08 0.64 0.14
C 1.634 0.247 -0.108 0.60 -0.25 -1.11
N 1.689 1.608 -0.101 -0.21 0.09 -0.03
C 2.077 2.324 1.100 -0.08 0.23 0.44
C 1.535 3.751 1.081 0.29 -0.03 -0.06
C 2.014 4.471 -0.175 -0.31 -0.01 -0.01
C 1.595 3.663 -1.398 0.31 -0.01 0.12
C 2.159 2.249 -1.317 -0.29 0.17 -0.44
C -0.489 -0.835 2.836 -0.03 -0.23 0.16
C -1.704 -1.566 2.232 -0.06 -0.09 0.20
H -5.876 -0.462 -0.426 0.00 -0.02 0.03
H -5.076 -1.875 -1.133 -0.08 -0.01 0.02
H -4.511 -1.203 0.420 -0.05 -0.01 -0.01
H -5.341 1.491 -1.763 -0.03 -0.01 -0.03
H -5.171 0.209 -2.984 -0.04 0.01 0.00
H -3.851 1.376 -2.729 -0.13 -0.02 0.00
H -2.495 -2.049 -0.350 0.06 0.01 -0.02
H -1.019 -1.072 -0.327 -0.17 -0.01 -0.09
H -2.870 1.269 0.929 0.00 0.09 0.12
H -2.619 0.797 2.612 -0.01 0.09 -0.06
H -0.628 1.986 2.141 0.00 0.04 -0.11
H -0.581 1.432 0.446 -0.04 0.01 0.17
H 1.734 1.784 1.982 0.05 0.03 -0.06
H 3.177 2.368 1.142 -0.04 -0.05 0.05
H 1.876 4.272 1.978 -0.04 -0.01 0.05
H 0.445 3.734 1.087 -0.06 -0.02 0.06
H 1.590 5.475 -0.218 0.07 0.05 0.01
H 3.103 4.565 -0.153 0.07 0.05 0.00
H 1.956 4.137 -2.312 -0.03 -0.01 -0.06
H 0.507 3.609 -1.449 -0.06 -0.01 -0.06
H 1.820 1.647 -2.160 0.13 0.13 0.06
H 3.256 2.273 -1.334 0.01 -0.07 -0.03
H -0.788 -0.214 3.685 0.02 -0.04 -0.03
H 0.260 -1.557 3.159 -0.15 0.10 0.13
H -1.370 -2.480 1.740 -0.03 -0.01 0.03
H -2.400 -1.836 3.034 0.14 -0.08 0.03
```
Positions in Å, forces in eV/Å.

Results
net charge = 0
lowest unoccupied orbital energy = -0.1962 eV
HOMO-LUMO gap = 0.297 hartree
SMILES = CN(C)C(=O)CN1CCN(c2nc3nonc3nc2N2CCCCC2)CC1
spin multiplicity = 1

Here are the Löwdin charges for atoms 1 to 5, given in e: C -0.048; N -0.148; C -0.037; C -0.471; O 0.047

---

# 3
The following is a DFT calculation (the ωB97M-V functional and the def2-TZVPD basis) of C17H27AlN3O2 as an isolated structure.

The geometry in XYZ format:
```
50
Properties=species:S:1:pos:R:3:forces:R:3
O 5.173 -3.922 1.143 -0.58 0.56 0.82
N 4.450 -3.178 1.740 1.13 -0.91 -0.74
O 4.022 -2.149 0.946 -0.31 0.18 -0.11
C 2.747 -2.575 0.279 -0.34 -0.93 -1.15
Al 1.180 -1.348 0.777 -0.16 0.23 0.27
C -0.387 -2.274 1.716 -1.40 -0.68 0.48
C -1.184 -3.349 0.779 1.66 -0.16 -0.18
C -0.083 -4.482 0.408 0.61 -1.32 -0.03
C 0.421 -4.659 -1.040 1.58 -2.56 3.24
C 1.525 -5.754 -1.279 -1.64 1.11 3.58
C 2.054 -6.570 -0.072 -1.93 1.72 0.33
C 1.527 -6.406 1.384 -1.95 2.95 -2.70
C 0.433 -5.324 1.627 1.90 -1.17 -3.99
H 2.937 -2.503 -0.862 -0.02 -0.35 1.73
H 2.611 -3.679 0.537 0.12 1.37 -0.53
H 1.759 -0.258 1.823 0.10 0.15 0.21
H 0.663 -0.552 -0.522 0.00 -0.54 -0.18
H 0.030 -2.807 2.655 -0.80 0.61 -1.33
H -1.186 -1.528 2.105 1.29 -0.97 -0.55
H -2.099 -3.796 1.307 1.28 0.38 -0.84
H -1.509 -2.839 -0.206 0.42 -0.79 1.59
H 0.004 -4.005 -1.891 0.80 -1.19 1.60
H 1.926 -5.880 -2.339 -0.46 -0.01 1.80
H 2.876 -7.341 -0.244 -1.27 1.22 0.17
H 1.924 -7.002 2.280 -0.53 0.91 -1.74
H 0.006 -5.134 2.662 0.65 -0.24 -1.61
C 1.688 3.705 2.066 0.10 -0.10 -0.03
C 1.339 4.581 0.868 0.29 0.02 0.29
C 0.014 4.196 0.209 0.14 0.26 0.00
C 0.051 2.849 -0.368 -0.14 -0.15 0.05
N 0.082 1.785 -0.808 -0.22 0.79 -0.21
H 1.819 2.660 1.774 -0.07 0.03 0.05
H 2.624 4.042 2.519 -0.08 -0.04 0.00
H 0.905 3.754 2.828 0.03 -0.03 -0.04
H 2.152 4.530 0.137 -0.13 0.01 -0.02
H 1.275 5.622 1.203 -0.09 -0.03 -0.15
H -0.211 4.918 -0.582 -0.09 -0.16 -0.02
H -0.798 4.264 0.939 0.00 -0.14 -0.09
C -3.165 5.420 -3.069 0.06 0.04 -0.02
C -3.204 3.927 -2.766 0.26 0.24 -0.22
C -4.229 3.558 -1.693 0.12 -0.31 -0.19
C -3.907 4.150 -0.391 -0.11 0.05 0.18
N -3.654 4.623 0.627 -0.02 -0.08 -0.31
H -2.865 5.999 -2.192 -0.06 -0.03 -0.03
H -2.443 5.625 -3.864 -0.08 0.01 0.06
H -4.144 5.778 -3.401 0.05 0.03 0.03
H -2.206 3.596 -2.463 -0.15 -0.11 0.03
H -3.452 3.390 -3.687 -0.01 -0.07 0.17
H -4.260 2.469 -1.593 0.00 0.12 0.18
H -5.228 3.876 -2.007 0.05 0.08 0.16
```
Positions in Å, forces in eV/Å.

Results
net charge = -1
lowest unoccupied orbital energy = 2.3764 eV
HOMO-LUMO gap = 0.257 hartree
spin multiplicity = 1

Here are the Löwdin charges for atoms 1 to 5, given in e: O 0.001; N -0.091; O -0.266; C -0.271; Al 0.239